No. 1
Computed, not measured: a molecular structure, C29H43CeI2N4Sb, with the ωB97M-V functional and the def2-TZVPD basis.

```
80
Properties=species:S:1:pos:R:3:forces:R:3:lowdin_charge:R:1
Ce -1.150696 -0.823247 0.878973 4.27 1.20 1.70 0.8500
C -2.419811 2.306304 3.696465 -0.22 0.18 0.64 -0.1852
C -1.419077 3.019135 2.775100 0.87 0.21 0.25 -0.1740
C -1.308558 2.459580 1.336963 0.56 -0.01 0.27 -0.2474
N -0.274222 1.428420 1.033925 -1.42 -0.81 0.20 -0.1165
C 1.015882 1.745552 0.790887 0.36 2.27 0.51 -0.2053
C 1.494991 3.096123 0.682530 -1.64 -1.19 0.12 0.0365
C 2.747980 3.641073 0.475930 1.35 -0.61 0.36 -0.0323
C 3.944046 2.994329 0.824127 -0.65 0.14 -0.63 -0.0458
C 4.129168 1.619208 0.974922 -1.98 0.53 -1.00 -0.0264
C 3.243697 0.580396 0.650647 1.41 0.54 0.96 0.0445
C 1.851895 0.626481 0.502106 0.97 -0.34 -0.19 -0.2540
N 1.194626 -0.450059 0.169504 -3.05 -1.35 0.44 -0.0800
C 1.776203 -1.566996 -0.503397 -0.65 -0.59 -0.94 -0.2040
C 0.718378 -2.688597 -0.662624 0.86 -1.32 -0.70 -0.1761
C 0.453138 -3.549538 0.589250 1.33 -1.10 0.42 -0.2522
N -0.010686 -2.735944 1.690999 -1.49 1.78 -1.33 -0.1383
C -0.412908 -3.186503 2.887528 1.30 -1.31 -1.27 -0.2424
C -0.513376 -4.577596 3.072420 0.44 0.50 2.45 0.0286
C -0.637466 -5.128393 4.366933 -0.71 -1.56 -2.32 -0.0486
C -0.597925 -4.592457 5.612242 0.20 0.39 2.29 -0.0624
C -0.753407 -3.253452 5.992868 0.23 -1.38 1.21 -0.0067
C -1.154488 -2.252247 5.140901 1.62 0.98 -0.58 0.0211
C -0.698508 -2.118657 3.830002 -2.22 -0.27 -1.04 -0.1979
N -0.822267 -0.929598 3.185204 0.53 0.73 -1.46 -0.1473
C -0.607199 0.311899 3.950189 0.38 -0.40 0.48 -0.1981
C -1.969785 0.949337 4.297513 -0.64 -0.89 1.27 -0.1689
H -3.444730 2.135919 3.255166 1.13 0.55 0.05 0.1259
H -2.568782 2.997888 4.556606 -0.11 -0.45 -0.61 0.1210
H -0.376304 2.999191 3.212675 -1.10 0.07 -0.19 0.1296
H -1.690179 4.105008 2.754608 0.15 -0.89 -0.27 0.1315
H -1.195284 3.298471 0.680181 0.27 0.54 -0.64 0.1016
H -2.283511 2.085135 1.050597 -0.21 -0.46 0.14 -0.0010
H 0.645680 3.758176 0.786152 0.25 0.55 -0.46 0.1021
H 2.909675 4.644613 0.071141 -0.69 -0.05 0.63 0.1272
H 4.824164 3.630632 0.888481 -0.07 -0.21 -0.03 0.1192
H 5.116729 1.385292 1.185073 1.68 -0.90 0.46 0.0930
H 3.708884 -0.423233 0.685323 -0.47 0.68 -0.20 0.1263
H 2.651850 -2.053927 -0.070864 0.16 0.25 0.31 0.1239
H 2.044404 -1.184122 -1.505994 0.13 -0.45 0.20 0.1329
H 1.081820 -3.382331 -1.501780 -0.64 0.91 1.20 0.1642
H -0.259277 -2.346361 -1.026173 -0.11 0.42 -0.48 0.0669
H 1.427456 -4.019363 0.903332 -0.66 0.29 -0.31 0.1538
H -0.200154 -4.415449 0.335013 0.07 0.59 0.07 0.1082
H -0.231918 -5.276390 2.284628 -0.51 0.35 0.03 0.1153
H -0.819634 -6.208432 4.351982 0.57 0.18 0.06 0.1271
H -0.494393 -5.334861 6.445510 -0.07 0.86 -0.82 0.1414
H -0.574609 -3.051818 7.077419 -0.80 -0.03 -0.97 0.1455
H -1.535622 -1.311643 5.485629 -0.06 0.12 0.84 0.1040
H 0.070466 0.999917 3.425750 -0.51 -0.31 -0.29 0.0973
H 0.053516 0.017196 4.813632 -1.08 0.42 -0.26 0.1437
H -1.987237 1.020993 5.400400 -0.04 0.31 -0.35 0.1146
H -2.785606 0.182367 4.130731 0.96 0.66 -0.11 0.1222
I -3.476845 0.751306 -1.036692 0.21 -2.38 0.30 0.9803
C -3.695704 -1.578019 -0.915951 -1.66 -0.13 0.08 -0.8165
I -3.389877 -3.374579 0.473214 0.44 1.66 -0.44 1.0001
H -3.443137 -1.994702 -1.878618 0.53 0.30 -0.20 -0.0305
H -4.783527 -1.629825 -0.831714 0.27 0.36 -0.11 -0.0529
C -1.398734 -1.010142 -5.255516 0.32 -0.11 0.03 -0.2260
C -1.463851 0.501030 -5.229926 -0.47 1.74 -0.62 -0.4982
Sb 0.234268 1.285978 -4.140649 0.39 -0.38 0.83 1.3360
C 0.046093 3.508249 -4.108060 0.82 -0.86 -1.12 -0.4384
C 0.111511 4.038752 -5.556772 -0.54 0.32 0.67 -0.2033
C 1.746191 0.668086 -5.652067 -0.31 0.57 0.10 -0.4297
C 2.761261 -0.305440 -5.071262 0.77 -0.74 -0.60 -0.2309
H -2.315020 -1.411770 -5.704254 0.44 -0.22 -0.07 0.0769
H -1.284415 -1.406572 -4.246193 -0.35 -0.02 0.30 0.0299
H -0.479515 -1.380821 -5.735734 -0.52 0.11 -0.37 0.0656
H -2.392341 0.864582 -4.722156 0.64 -0.30 -0.39 0.0380
H -1.456092 0.981503 -6.255442 -0.11 -0.75 1.00 0.0694
H 0.875714 3.909627 -3.498631 -0.39 -0.31 -0.15 0.0345
H -0.903904 3.773731 -3.639949 0.05 -0.16 0.02 0.0308
H 1.080210 3.914028 -6.054202 -0.24 -0.11 0.23 0.0660
H -0.123571 5.101748 -5.504900 0.12 0.15 -0.38 0.0648
H -0.680600 3.559725 -6.140575 0.23 0.11 -0.16 0.0577
H 2.249790 1.589770 -5.928827 -0.10 0.03 -0.54 0.0316
H 1.221952 0.204846 -6.512222 0.18 0.58 0.45 0.0583
H 3.611105 0.177095 -4.544329 -0.57 -0.14 -0.35 0.0736
H 3.198674 -0.991346 -5.874992 -0.55 0.96 1.05 0.0970
H 2.243300 -0.924232 -4.350928 0.13 -0.55 0.27 0.0079
```
Forces are in eV/Å.

Its spin multiplicity is 1. For the largest force on an atom, the calculation gives 4.75 eV Å⁻¹. Its energy is -72378.224 eV. Its total charge is +2.

No. 2
Computed, not measured: C6H13N in the gas phase, with the ωB97M-V functional and the def2-TZVPD basis.

```
20
Properties=species:S:1:pos:R:3:forces:R:3:nbo_charge:R:1
C 2.552469 -0.613264 -0.157520 0.90 -0.06 0.27 -0.4158
C 1.242547 -0.766214 -0.027093 -0.10 0.41 -0.50 0.0380
C 0.529576 -2.024914 -0.439651 -0.26 0.74 -0.78 -0.6576
C 0.392162 0.361205 0.529692 0.68 -0.76 1.01 -0.4544
C -0.948992 0.631313 -0.164148 0.72 0.49 0.05 -0.0585
C -1.244511 2.109163 -0.112257 -0.46 1.26 -0.81 -0.6162
N -2.068100 -0.155682 0.311614 -0.07 -0.38 -0.35 -0.8392
H 3.113324 0.267175 0.143807 -0.52 0.29 0.02 0.1910
H 3.249613 -1.382286 -0.466115 -0.40 -0.41 -0.25 0.1913
H -0.228939 -1.790655 -1.209422 -0.09 0.08 0.56 0.2177
H 0.036602 -2.456235 0.432267 0.07 -0.44 -0.18 0.2115
H 1.179985 -2.686813 -0.999837 0.31 -0.45 0.56 0.2260
H 1.029079 1.233675 0.633515 -0.01 0.39 -0.47 0.2181
H 0.251058 0.093880 1.585558 -0.56 -0.03 0.04 0.2097
H -0.769069 0.378371 -1.207988 -0.26 -0.05 -0.27 0.1803
H -2.223238 2.370507 -0.519122 -0.38 -0.43 0.33 0.2174
H -1.145805 2.591535 0.860939 -0.02 -0.32 0.21 0.2035
H -0.630118 2.699221 -0.802083 0.53 -0.38 0.24 0.2171
H -2.562318 0.237911 1.100298 0.28 0.01 0.11 0.3624
H -1.755329 -1.097893 0.507551 -0.34 0.05 0.21 0.3577
```
Forces are in eV/Å.

Its spin multiplicity is 1. For the largest force on an atom, the calculation gives 1.56 eV Å⁻¹. Its energy is -7922.142 eV.

No. 3
Computed, not measured: a molecular structure, C19H27N6OPd, with the ωB97M-V functional and the def2-TZVPD basis.

```
54
Properties=species:S:1:pos:R:3:forces:R:3:nbo_charge:R:1
Pd -0.058566 -0.106323 -0.732795 -0.13 0.25 -0.12 0.9493
C -1.568569 2.006741 -2.607623 -0.31 0.71 0.24 -0.1444
N -1.055822 0.696610 -2.453496 -0.46 -1.23 0.27 -0.3935
C -1.765095 -0.412378 -3.093844 0.14 0.34 0.24 0.0207
C -1.374606 -1.631163 -2.748713 -0.13 -0.12 -0.06 0.1145
C -1.730307 -2.966002 -3.227464 0.04 0.14 0.01 -0.1296
C -0.945967 -3.826592 -2.555804 -0.03 -0.09 -0.03 -0.2235
C -0.137454 -3.050912 -1.627703 0.03 0.08 0.01 0.2041
N -0.382208 -1.777709 -1.740301 0.09 -0.10 0.03 -0.4825
C -0.332244 1.624489 -3.412225 0.75 0.08 -0.66 0.0257
C 0.967221 2.073403 -2.937493 -0.06 0.17 -0.06 -0.0221
C 1.972684 2.322192 -3.814406 0.03 0.09 0.13 -0.2368
C 1.753063 2.117749 -5.189474 0.08 0.00 -0.07 0.1042
C 0.515520 1.691550 -5.704407 -0.10 0.03 -0.03 -0.2435
C -0.505450 1.426380 -4.848906 -0.03 0.11 0.09 -0.0182
H -1.399335 2.685477 -1.781307 0.00 -0.02 -0.02 0.2631
H -2.491012 2.150996 -3.159469 0.03 -0.09 -0.02 0.2664
H -2.565646 -0.184184 -3.784444 0.03 -0.05 -0.02 0.2534
H -2.456297 -3.176455 -3.997560 0.00 -0.02 0.01 0.2765
H -0.900114 -4.899840 -2.655766 0.00 0.01 0.00 0.2842
H 0.584221 -3.418002 -0.911338 -0.01 -0.02 0.00 0.2687
H 1.091728 2.245648 -1.874649 0.00 -0.07 -0.04 0.2499
H 2.933525 2.677072 -3.467851 0.01 0.00 -0.02 0.2791
H 2.569210 2.298369 -5.881391 0.00 0.01 0.00 0.2732
H 0.384598 1.580500 -6.772245 0.00 0.00 0.00 0.2871
H -1.469294 1.125006 -5.239362 0.02 -0.07 0.02 0.2542
C -0.590653 -0.259229 4.858355 0.00 -0.01 0.00 -0.6122
C 0.551842 -1.249757 5.052214 0.02 -0.02 -0.01 -0.2359
C 0.101888 -2.691982 4.840765 0.01 0.00 0.00 -0.6212
C 1.777026 -0.910715 4.199300 0.01 -0.01 0.00 -0.2127
N 1.562977 -1.190801 2.758123 0.00 0.03 -0.02 -0.1114
C 1.934934 -2.265081 2.044017 -0.01 -0.01 0.06 0.2035
N 1.497711 -2.129982 0.812987 -0.09 0.01 -0.05 -0.2607
N 0.862102 -0.963419 0.820431 0.01 -0.02 0.13 -0.1275
N 0.887409 -0.378115 1.974453 0.10 -0.02 0.01 -0.0276
H -1.412271 -0.504291 5.529810 0.00 0.01 0.01 0.2508
H -0.986621 -0.298165 3.839458 -0.01 -0.02 0.00 0.1818
H -0.278549 0.763746 5.074787 0.00 0.01 -0.01 0.2205
H 0.919825 -1.151788 6.077323 -0.01 0.01 0.00 0.2491
H -0.355768 -2.830212 3.855838 0.00 0.00 0.00 0.1885
H -0.651471 -2.961950 5.578519 -0.01 0.00 -0.01 0.2573
H 0.926260 -3.400350 4.947304 0.00 0.00 0.01 0.2218
H 2.631780 -1.523301 4.482745 0.01 0.01 -0.01 0.2455
H 2.059581 0.138237 4.269131 -0.02 0.00 0.02 0.2427
H 2.505359 -3.093413 2.431802 0.00 0.00 -0.01 0.2740
C -0.643363 3.360292 1.917857 -0.02 0.01 0.03 -0.6609
C -1.045858 2.120533 1.170961 -0.01 -0.08 -0.07 -0.0607
O 0.044898 1.734599 0.224386 0.00 0.04 -0.03 -0.7473
H -1.448605 3.636776 2.599433 0.00 0.00 0.00 0.2747
H -0.466967 4.201358 1.248533 0.01 0.00 -0.01 0.2366
H 0.246817 3.186609 2.526851 0.00 0.00 -0.01 0.2268
H -1.918631 2.273487 0.539129 -0.01 0.00 0.00 0.1933
H -1.217147 1.269999 1.827332 0.00 0.00 0.03 0.2080
H 0.871709 1.844294 0.718195 0.02 -0.04 0.04 0.5229
```
Forces are in eV/Å.

Its spin multiplicity is 1. For the largest force on an atom, the calculation gives 1.34 eV Å⁻¹. Its energy is -34578.841 eV. Its total charge is +3.

No. 4
Computed, not measured: 2 unconnected molecules or ions with the total composition C7H12O2, with the ωB97M-V functional and the def2-TZVPD basis.

```
21
Properties=species:S:1:pos:R:3:forces:R:3:nbo_charge:R:1
C -0.380163 -1.068662 -2.116022 -0.46 -1.24 -0.79 -0.4541
C -0.432425 -0.164881 -1.169586 0.42 0.93 0.19 0.0854
C -0.986654 0.342042 -0.052214 -1.85 1.25 -0.15 -0.0449
C -0.705994 1.760308 0.385259 0.35 -0.08 0.35 -0.6494
C -2.380675 -0.120284 0.321917 0.19 -0.46 0.57 -0.6464
H -1.131679 -1.848615 -2.152419 -0.30 -0.27 -0.24 0.1812
H 0.389252 -1.115372 -2.870729 0.25 0.09 -0.07 0.2094
H 0.313029 2.073771 0.170784 0.01 -0.04 -0.07 0.2273
H -1.375967 2.473830 -0.103115 -0.10 -0.14 -0.20 0.2209
H -0.895794 1.881764 1.453974 0.08 -0.05 0.09 0.2076
H -3.155829 0.510574 -0.123804 0.18 0.10 -0.18 0.2171
H -2.535549 -0.053157 1.400971 -0.02 -0.11 0.07 0.2109
H -2.556931 -1.145841 0.000387 -0.06 -0.03 0.06 0.2138
C 1.978079 0.133306 1.385660 -0.52 -0.17 -0.01 -0.7239
C 1.851365 -0.502924 0.037560 2.97 1.42 -2.80 0.8148
O 2.007657 0.110424 -1.043323 -0.24 -1.65 2.91 -0.6080
O 1.904844 -1.846194 0.117069 -0.36 0.11 0.03 -0.6859
H 2.834921 -0.294741 1.907954 -0.13 -0.14 -0.07 0.2446
H 1.065600 -0.112026 1.929494 0.09 0.24 0.34 0.2401
H 2.133799 1.202554 1.286697 -0.24 -0.03 -0.02 0.2389
H 2.059113 -2.215877 -0.766516 -0.24 0.27 -0.01 0.5005
```
Forces are in eV/Å.

Its spin multiplicity is 1. For the largest force on an atom, the calculation gives 4.32 eV Å⁻¹. Its energy is -11544.523 eV.

Q: Which of these has the lowest energy?
A: C29H43CeI2N4Sb

Q: What is the formula in the third record?
A: C19H27N6OPd

Q: Which value of energy does entry 1 give?
A: -72378.224 eV